Density functional theory data (ωB97M-V/def2-TZVPD) for one molecule with the formula C18H31N3OS.

Summary:
Largest force on an atom, eV/Å: 0.906
Net charge: 0
SMILES: CC(C)=CCN1CCN(Cc2nc(C(C)C)cs2)C[C@H]1CCO
LUMO, eV: 0.66
Calculated total energy, Ha: -1342.14558

Geometry (Å):
H 0.596 3.031 1.045
H -1.321 -2.655 -1.772
N 2.914 -0.280 -0.567
H 1.253 1.414 1.347
C 4.986 0.815 0.195
C -5.308 -0.159 0.371
C -6.714 -0.598 0.090
H -3.155 -0.947 -1.653
H -1.607 -0.189 -2.082
H 5.077 -1.933 1.328
H 0.722 -0.625 1.198
N -0.149 -1.787 -0.287
H -4.938 -1.776 1.714
H 6.751 -0.159 0.984
C -0.203 1.492 -0.268
C 4.073 -0.375 0.147
H -0.861 2.289 -0.619
C -2.156 -0.713 -1.280
C 4.264 -1.594 0.720
C 2.229 -1.369 -0.559
H 6.203 0.190 -1.484
C -4.662 0.668 -0.442
H -5.167 1.030 -1.328
H -0.825 -1.382 1.596
C 0.925 -1.567 -1.244
H -7.117 -0.103 -0.791
H -6.747 -1.675 -0.071
C -4.718 -0.713 1.632
C 0.933 2.111 0.559
H 0.768 -0.718 -1.928
H 2.394 1.651 -0.618
H -2.058 -2.535 -0.160
H 6.674 1.574 1.290
H -3.644 -0.570 1.650
H 4.375 1.689 0.446
C 5.585 1.039 -1.197
H -3.214 1.794 0.659
H 6.201 1.935 -1.198
S 2.960 -2.660 0.360
C 6.085 0.662 1.241
H 5.661 0.474 2.225
C -1.037 0.461 0.521
H 0.984 -2.477 -1.855
C -3.259 1.183 -0.249
H -3.007 1.832 -1.105
H 0.241 1.029 -1.148
H -7.355 -0.372 0.942
O 2.033 2.471 -0.236
H 4.795 1.159 -1.933
N -2.307 0.097 -0.088
C -0.273 -0.850 0.813
C -1.442 -2.012 -0.898
H -5.161 -0.216 2.496
H -1.277 0.916 1.493

Forces on atoms 1 to 2 (eV/Å):
H 0.0 -0.1 0.1
H 0.0 0.0 0.0

=====

Density functional theory data (ωB97M-V/def2-TZVPD) for C18H31N4NaO2Si2 as an isolated structure.

Summary:
Largest force on an atom, eV/Å: 3.178
Net charge: -2
LUMO (spin up / spin down), eV: 4.27 / 4.27
Calculated total energy, Ha: -1815.22042

Geometry (Å):
H 2.727 5.225 -3.405
H -4.006 -1.722 -3.372
N 1.324 1.293 -2.029
C -3.458 0.338 -2.946
H -0.083 -2.354 4.922
H 1.030 -0.489 6.603
C 3.641 1.813 -2.557
Si 0.253 -2.760 -0.165
H -1.741 -2.896 1.366
H -1.933 3.007 -2.914
H 0.044 -4.132 -2.451
Na -0.146 2.343 -0.155
C -0.016 2.014 2.263
C 0.202 -1.786 4.069
H 1.267 -2.139 3.739
Si -0.157 -0.009 4.486
H -2.113 -0.992 5.735
C 2.199 4.339 -3.845
N 0.892 4.068 -1.803
H 2.029 -3.336 1.467
C -1.881 -0.080 5.126
H 0.548 -5.099 -1.171
C -2.613 2.583 -2.219
H 1.703 -3.967 -1.770
C -2.506 1.083 -2.254
H 1.757 0.945 5.751
H -2.364 2.995 -1.265
H -2.074 0.841 5.717
H -1.749 -4.215 0.205
H -2.557 -0.006 4.264
C 1.799 -2.522 0.733
H -3.624 2.818 -2.506
H 3.700 0.754 -2.734
H 2.832 3.822 -4.639
O 1.882 0.073 -1.636
C -3.331 -1.056 -2.842
H -4.244 0.772 -3.565
H -2.296 -2.676 -1.975
C 2.146 2.177 -2.424
H 1.652 -1.589 1.247
C -2.333 -1.627 -2.078
H -0.369 -2.093 3.189
C -0.021 1.212 3.218
C 0.634 -4.068 -1.530
H 4.052 2.064 -1.540
H 2.654 -2.470 0.075
H 0.175 1.080 6.580
H 1.314 4.681 -4.361
C -1.356 -0.778 -1.437
H 4.137 2.454 -3.321
O 0.616 5.323 -2.056
N -1.598 0.547 -1.421
H -0.825 -4.406 1.616
H 1.083 -0.436 -1.350
C 0.817 0.417 6.015
C 1.660 3.523 -2.712
C -1.108 -3.637 0.904
N -0.263 -1.261 -0.844

Forces on atoms 1 to 2 (eV/Å):
H -0.4 -0.5 -0.6
H -0.2 0.1 0.0

=====

Density functional theory data (ωB97M-V/def2-TZVPD) for a 5-piece molecular cluster, C18H31NO12 overall.

Summary:
Largest force on an atom, eV/Å: 9.384
Net charge: 0
SMILES: C[C@H]1COC(=O)O1.C[C@H]1COC(=O)O1.COC(=O)OC.COC(=O)OC.CCCC#N
LUMO, eV: 0.53
Calculated total energy, Ha: -1661.95612

Geometry (Å):
H -4.604 19.266 -4.332
C -5.657 19.576 -4.612
H 1.295 18.564 -12.231
H -0.691 18.163 -8.252
H -6.261 19.233 -3.747
H -4.414 18.473 -9.630
C -5.464 19.330 -7.004
H 1.165 19.453 -8.415
C 4.338 17.687 -9.160
H -1.445 22.550 -3.135
H 4.686 18.494 -9.813
C -2.278 21.007 -4.457
O 1.066 16.561 -8.546
O -0.434 18.150 -5.221
H -5.793 20.606 -4.450
C 0.834 20.208 -9.193
H -2.409 21.351 -2.361
C -0.500 19.593 -9.795
H -1.747 19.584 -7.953
H -3.319 21.161 -4.647
H -0.606 16.526 -13.913
H -0.143 16.630 -10.947
C -1.021 19.222 -5.193
O -0.567 20.321 -5.887
H 0.636 15.610 -6.838
H -4.614 20.122 -9.412
C -5.238 19.155 -9.375
H -0.868 20.948 -2.841
H 0.537 21.114 -8.556
C -1.323 18.899 -8.701
C 1.978 20.284 -10.089
H 4.722 18.010 -8.150
H 4.658 16.647 -9.416
C -0.864 16.373 -11.734
C -1.448 21.397 -5.701
H -0.249 18.908 -10.555
O 2.948 17.605 -9.192
O -6.085 18.972 -5.819
C 2.404 16.604 -8.452
C 0.461 15.532 -7.892
H 1.365 17.988 -13.990
H -0.638 15.578 -7.964
O -1.255 18.305 -13.029
O -2.199 16.891 -11.624
N 2.902 20.462 -10.818
C -2.289 18.105 -12.298
H -0.877 15.323 -11.989
H -2.120 21.755 -6.459
C 1.093 17.672 -12.922
H -0.864 22.235 -5.581
H -5.920 19.218 -10.242
O -2.074 19.576 -4.500
C -1.729 21.527 -3.135
O -4.244 19.943 -6.964
C -0.362 17.183 -12.977
H 0.684 14.588 -8.273
H -2.100 18.311 -9.184
H -0.987 20.482 -10.194
O -3.394 18.699 -12.461
O 3.179 15.673 -7.642
O -6.033 19.029 -8.139
H 1.750 16.848 -12.621

Forces on atoms 1 to 2 (eV/Å):
H -1.1 0.5 -0.7
C 1.7 -1.9 2.2

=====

Density functional theory data (ωB97M-V/def2-TZVPD) for a 2-piece molecular cluster, C18H32BBrN3O3 overall.

Summary:
Largest force on an atom, eV/Å: 12.564
Net charge: +1
LUMO, eV: -8.20
Calculated total energy, Ha: -3693.32339

Geometry (Å):
H 1.252 -3.688 4.526
H -3.039 4.511 -4.671
H 2.514 -1.010 4.584
H -0.498 1.952 -4.638
N 3.552 2.441 -2.915
C 0.001 0.861 -2.161
H -3.688 5.851 -1.898
C -0.208 -0.590 4.884
H 0.388 3.074 -1.733
H -0.266 -1.851 -0.159
C 0.364 -0.359 -3.194
O -1.384 4.892 -2.601
H -3.516 5.264 -0.033
C 0.605 2.326 -2.606
H 1.080 -2.615 5.891
H -1.168 1.022 -2.015
H 0.181 -3.534 -0.354
N -0.281 -2.009 2.764
C 1.934 -1.144 3.662
C 0.628 -2.896 4.929
H -1.232 -0.901 5.126
C -0.298 -2.828 0.338
C 0.420 -4.322 2.159
H 0.324 -0.448 5.832
H 2.929 -3.022 3.235
C -0.914 -1.248 -3.703
C -3.588 4.927 -1.173
C -2.163 4.190 -1.549
H 1.417 -4.682 2.432
C 2.691 -2.080 2.730
H -1.351 -3.130 0.438
C 1.185 3.500 -4.899
C 1.886 -2.345 1.463
H 1.135 -1.087 -2.648
H -2.332 3.048 -1.823
H 1.877 -0.152 3.195
H 3.652 -1.627 2.460
C -0.072 2.864 -3.999
Br -2.261 -1.692 -2.294
H -1.424 -0.698 -4.622
N 2.070 4.153 -5.578
H -4.437 4.117 -1.347
C 2.255 2.232 -2.822
H -0.252 0.394 4.408
H 0.053 -4.985 1.366
H -0.360 -3.315 5.150
H 0.414 0.574 -1.092
O -0.686 -0.803 2.163
H 1.867 -1.415 0.875
C 0.428 -2.826 1.724
H 2.421 -3.080 0.848
B -1.211 4.046 -3.801
H -1.448 4.171 -0.593
H -0.251 -4.506 3.005
H 0.899 0.120 -4.148
C 0.509 -1.658 3.995
H -0.491 -2.273 -4.141
O -2.107 4.291 -4.975

Forces on atoms 1 to 2 (eV/Å):
H 0.0 0.0 -0.1
H 1.8 0.1 -0.5

=====

Density functional theory data (ωB97M-V/def2-TZVPD) for C18H32CoGeN4O2PSSe as an isolated structure.

Summary:
Largest force on an atom, eV/Å: 1.495
Net charge: +1
LUMO (spin up / spin down), eV: -2.21 / -3.61
Calculated total energy, Ha: -7675.07250
Spin multiplicity: 4

Geometry (Å):
C 5.781 2.201 0.269
Co -0.128 0.773 0.671
H -0.294 -2.032 -2.253
H 4.114 1.445 3.298
H 1.435 1.485 4.270
C 3.297 0.650 -0.752
H -2.847 0.445 2.622
C -1.893 2.854 -1.212
C -2.338 -2.457 -1.795
H -0.706 -1.665 2.666
H 0.187 2.734 4.110
N -1.575 -0.421 -0.089
C -1.231 -2.412 -2.630
C -3.546 1.546 -2.264
C 2.214 -1.768 0.508
C -1.325 -2.861 -3.929
H -2.433 0.865 4.299
H 0.756 -1.268 3.589
H 4.036 -0.112 -1.001
H -4.380 1.417 -2.946
H 2.575 -1.395 1.460
C -2.099 0.580 -0.814
H -1.809 -3.913 -6.255
C -3.642 -3.423 -3.548
H 6.242 2.912 0.954
H 5.811 2.619 -0.737
H 3.011 -2.270 -0.033
H -0.838 -1.169 4.370
Ge 3.928 1.790 0.772
H 6.370 1.284 0.278
N -1.448 1.768 -0.585
Se 1.599 -0.280 -0.573
C 2.677 3.310 0.828
H 2.702 3.876 -0.103
H 4.377 -0.095 2.477
P -0.458 0.729 2.919
H 1.661 2.932 0.977
O -1.077 -2.723 0.484
C -2.536 -3.383 -4.410
S -2.158 -1.971 -0.112
H -4.394 -2.992 -1.583
C -0.294 -1.014 3.439
H -3.451 -4.326 -5.992
H 3.181 1.302 -1.618
C -2.219 1.077 3.252
C -2.973 2.800 -2.066
H -0.068 1.366 5.210
H -0.460 -2.820 -4.581
H -1.361 3.780 -1.028
C 0.361 1.667 4.254
N -2.640 -3.812 -5.702
N -3.123 0.448 -1.659
H -4.581 -3.824 -3.911
C 3.775 0.813 2.477
H -3.354 3.679 -2.562
O -3.432 -2.003 0.539
H 1.366 -2.432 0.645
C -3.544 -2.963 -2.253
H -2.444 2.123 3.046
H 2.730 0.554 2.661
H 2.916 3.984 1.650

Forces on atoms 1 to 2 (eV/Å):
C -0.3 0.1 0.2
Co -0.5 -0.1 -0.4

=====

Density functional theory data (ωB97M-V/def2-TZVPD) for one molecule with the formula C18H32N4O2S.

Summary:
Largest force on an atom, eV/Å: 1.058
Net charge: 0
SMILES: CCCc1nnc(SCC(=O)N2[C@H](C)CCC[C@@H]2C)n1CCCOC
LUMO, eV: 0.72
Calculated total energy, Ha: -1472.78089

Geometry (Å):
H 3.042 -0.397 4.060
C 1.499 -1.241 -5.273
S 1.481 -0.452 -1.568
H -0.199 0.849 4.928
H 3.794 1.981 1.472
C 2.121 0.027 4.455
H -2.619 -0.591 -3.642
C 1.038 0.020 3.373
C 2.379 0.301 -0.176
H -0.169 0.105 -3.861
H -2.748 -0.371 1.908
H 1.314 -0.746 -6.235
N 1.537 0.609 2.133
H -0.914 1.844 2.143
H -4.237 0.575 -0.462
N -1.686 1.009 -0.011
H 1.323 2.348 1.048
N -1.254 -0.639 -1.386
C 1.782 -0.245 1.120
H 2.136 -2.109 -5.426
H -4.971 -1.723 0.311
H 2.323 1.029 4.822
C -3.661 -0.328 -0.671
C 1.693 2.054 2.036
C -1.396 -1.754 -2.282
H 1.796 -0.585 5.294
H -3.882 -1.555 2.572
C 3.154 2.482 2.195
O 0.305 -1.717 -4.709
H 0.633 3.788 2.710
H -2.143 -2.192 -4.243
H 3.519 2.244 3.191
C -0.106 0.016 -1.046
N -0.359 1.003 -0.231
H 1.998 -0.535 -4.598
C -0.525 2.012 3.148
H -3.280 -2.228 0.290
H -4.462 0.011 1.997
H -0.986 -0.261 -5.400
O 1.574 -1.444 1.199
H -3.961 -0.721 -1.644
H 0.839 -1.026 3.122
C 0.793 2.765 3.051
H -0.435 -2.272 -2.336
C -2.225 0.041 -0.696
H 3.406 -0.055 -0.271
H -2.147 -2.433 -1.870
H -1.112 0.010 3.678
C -0.633 -0.700 -4.452
C -3.944 -1.370 0.422
C -3.747 -0.787 1.814
H 2.338 1.377 -0.300
C -1.804 -1.314 -3.693
C -0.270 0.682 3.851
H -1.263 2.589 3.707
H 3.237 3.556 2.046
H 1.267 2.812 4.033

Forces on atoms 1 to 2 (eV/Å):
H 0.1 0.0 0.0
C 0.1 0.1 -0.1

=====

no.,M (g mol⁻¹)
1,337.533
2,414.634
3,453.441
4,429.188
5,610.024
6,368.547